Molecular formula: CH4NOPS
Method: DFT, wB97M-V/def2-TZVPD

The geometry in ORCA input format:
```
! RIJCOSX wB97M-V def2-TZVPD def2/J DEFGRID3
* xyz 0 1
C -1.43 0.73 0.34
N 1.63 -0.37 0.08
O -1.36 -0.29 -0.35
P 0.95 -1.67 -0.64
S 1.04 1.17 0.03
H -1.48 0.54 1.45
H -2.02 1.72 0.06
H 2.33 -0.69 0.76
H 0.33 -1.15 -1.72
*
```

Calculated values
* E: -909.9162 hartree
* ΔE to the lowest compared entry with this formula, charge and spin: 55.7 kcal per mole
* HOMO level (alpha / beta): -0.3004 / -0.3004 hartree
* SMILES string: [H]/P=[NH+]\[S-].C=O
* gap between HOMO and LUMO (alpha / beta): 6.93 / 6.93 eV

Which charges does natural (NBO) predict for the atoms? In e, they are: 0.20, -0.97, -0.63, 0.77, 0.00, 0.12, 0.15, 0.41, -0.05

=====

Molecular formula: C4H5NO2
Method: DFT, wB97M-V/def2-TZVPD

The geometry in ORCA input format:
```
! RIJCOSX wB97M-V def2-TZVPD def2/J DEFGRID3
* xyz 0 1
O -1.82 -0.34 1.23
C -1.71 -0.08 0.05
C -0.74 0.91 -0.48
C 0.13 1.51 0.33
N 2.11 -1.09 0.29
C 1.23 -1.53 -0.42
O 0.39 -1.82 -1.18
H -2.34 -0.58 -0.70
H -0.74 1.09 -1.55
H 0.87 2.21 -0.03
H 0.10 1.30 1.40
H 2.53 -1.57 1.06
*
```

Calculated values
* E: -360.6208 hartree
* ΔE to the lowest compared entry with this formula, charge and spin: 30.5 kcal per mole
* HOMO level: -0.3646 hartree
* SMILES string: C=CC=O.N=C=O
* gap between HOMO and LUMO: 10.19 eV

Which charges does natural (NBO) predict for the atoms? In e, they are: -0.53, 0.40, -0.35, -0.28, -0.78, 0.88, -0.51, 0.12, 0.21, 0.20, 0.21, 0.42

=====

Molecular formula: C2H10N3
Method: DFT, wB97M-V/def2-TZVPD

The geometry in ORCA input format:
```
! RIJCOSX wB97M-V def2-TZVPD def2/J DEFGRID3
* xyz 1 1
C -1.91 -1.01 -1.10
N -1.60 0.31 -0.31
H -1.82 -0.52 -2.17
H -1.11 -1.73 -0.95
H -2.87 -1.39 -0.73
H -2.11 0.29 0.62
H -2.00 1.17 -0.68
H -0.37 0.08 -0.04
N 2.84 0.73 0.85
C 1.50 0.68 0.82
N 0.70 -0.37 0.66
H 3.58 1.37 1.21
H 3.27 -0.14 1.03
H 0.83 1.54 0.92
H 1.07 -1.01 -0.12
*
```

Calculated values
* E: -246.1687 hartree
* ΔE to the lowest compared entry with this formula, charge and spin: 56.5 kcal per mole
* HOMO level: -0.5254 hartree
* gap between HOMO and LUMO: 11.03 eV

Which charges does natural (NBO) predict for the atoms? In e, they are: -0.41, -0.80, 0.23, 0.21, 0.23, 0.41, 0.42, 0.44, -0.75, 0.40, -0.81, 0.45, 0.40, 0.19, 0.38

=====

Molecular formula: C44H58N8O9
Method: DFT, wB97M-V/def2-TZVPD

The geometry in ORCA input format:
```
! RIJCOSX wB97M-V def2-TZVPD def2/J DEFGRID3
* xyz 0 1
C -3.21 -4.64 0.86
C -3.22 -5.88 -0.01
C -4.58 -6.57 -0.04
O -5.24 -5.95 -1.13
C -4.32 -5.49 -2.00
O -4.43 -5.23 -3.15
O -3.12 -5.40 -1.36
H -2.29 -4.06 0.75
H -3.17 -4.88 1.93
H -4.08 -4.02 0.65
H -2.38 -6.54 0.21
H -5.06 -6.44 0.93
H -4.52 -7.64 -0.26
C 7.57 -0.05 3.92
C 6.11 -0.37 4.04
C 5.26 -0.60 2.80
O 4.29 -1.54 3.26
C 4.68 -2.08 4.43
O 4.13 -2.97 4.98
O 5.86 -1.54 4.84
H 7.71 0.84 3.31
H 8.14 -0.92 3.60
H 7.92 0.18 4.92
H 5.64 0.44 4.61
H 5.79 -0.96 1.92
H 4.81 0.34 2.48
C -1.92 -0.44 0.86
C -0.79 0.28 0.18
C -0.69 1.77 0.44
O 0.74 1.99 0.56
C 1.35 0.80 0.70
O 2.53 0.66 0.81
O 0.48 -0.20 0.70
H -1.71 -1.50 0.89
H -2.85 -0.25 0.33
H -2.12 -0.06 1.87
H -0.70 0.02 -0.88
H -1.13 2.05 1.40
H -1.10 2.45 -0.29
N 1.75 5.34 0.02
C 1.36 6.16 -0.99
C 1.71 7.44 -0.64
C 2.43 7.34 0.58
C 2.39 6.05 1.00
H 1.63 4.33 0.01
H 0.85 5.77 -1.86
H 1.54 8.32 -1.24
H 2.73 8.23 1.11
H 2.72 5.55 1.90
N 1.12 1.65 -4.47
C 1.27 0.34 -4.81
C 1.91 -0.27 -3.77
C 2.15 0.69 -2.76
C 1.62 1.87 -3.22
H 0.96 2.39 -5.14
H 0.94 -0.06 -5.76
H 2.31 -1.28 -3.76
H 2.70 0.61 -1.84
H 1.54 2.86 -2.80
N -7.34 1.31 1.14
C -6.73 1.71 -0.02
C -5.39 1.76 0.22
C -5.18 1.34 1.56
C -6.40 1.05 2.10
H -8.32 1.11 1.26
H -7.35 1.78 -0.90
H -4.61 2.04 -0.47
H -4.24 1.27 2.09
H -6.66 0.69 3.08
N 5.44 -3.08 -2.10
C 4.41 -2.19 -2.15
C 3.84 -2.13 -0.91
C 4.63 -2.93 -0.04
C 5.55 -3.57 -0.82
H 5.98 -3.47 -2.86
H 4.13 -1.58 -2.99
H 3.03 -1.46 -0.64
H 4.41 -3.15 1.00
H 6.36 -4.26 -0.61
N -0.95 5.01 2.26
C -1.60 4.69 3.43
C -2.85 4.24 3.07
C -2.95 4.28 1.65
C -1.77 4.79 1.20
H -0.07 5.49 2.13
H -1.19 4.99 4.38
H -3.58 3.83 3.75
H -3.78 3.80 1.15
H -1.48 5.09 0.20
N 5.28 1.14 -0.01
C 6.20 0.41 -0.71
C 7.45 0.81 -0.30
C 7.29 1.82 0.67
C 5.93 2.00 0.82
H 4.32 0.87 0.13
H 5.91 -0.36 -1.40
H 8.32 0.26 -0.63
H 8.03 2.37 1.22
H 5.39 2.66 1.48
N -1.20 -2.29 -4.12
C -2.12 -1.35 -4.45
C -3.03 -1.18 -3.44
C -2.67 -2.17 -2.46
C -1.59 -2.84 -2.92
H -0.39 -2.57 -4.64
H -2.10 -0.79 -5.37
H -3.78 -0.41 -3.42
H -3.14 -2.19 -1.49
H -1.06 -3.68 -2.50
N -5.97 -1.38 -0.10
C -6.48 -1.77 -1.32
C -6.98 -3.03 -1.17
C -6.75 -3.45 0.17
C -6.12 -2.39 0.79
H -5.50 -0.50 0.04
H -6.31 -1.09 -2.14
H -7.55 -3.53 -1.93
H -6.88 -4.43 0.58
H -5.83 -2.29 1.83
*
```

Calculated values
* E: -2826.6039 hartree
* ΔE to the lowest compared entry with this formula, charge and spin: 8.0 kcal per mole
* HOMO level: -0.2936 hartree
* SMILES string: C[C@H]1COC(=O)O1.C[C@H]1COC(=O)O1.C[C@H]1COC(=O)O1.c1cc[nH]c1.c1cc[nH]c1.c1cc[nH]c1.c1cc[nH]c1.c1cc[nH]c1.c1cc[nH]c1.c1cc[nH]c1.c1cc[nH]c1
* gap between HOMO and LUMO: 8.38 eV

These are the Mulliken partial charges, in e, on atoms 1 to 99: -0.99, 0.39, -0.61, -0.33, 0.67, -0.54, -0.29, 0.23, 0.47, 0.01, 0.34, 0.31, 0.30, -1.37, 0.52, 0.46, -0.35, 0.54, -0.58, -0.39, 0.26, 0.35, 0.41, 0.21, 0.06, -0.18, -1.20, 1.08, -0.16, -0.04, 0.25, -0.73, -0.41, 0.08, 0.05, 0.48, 0.12, -0.11, 0.36, 0.25, -0.34, -0.61, -0.67, -0.49, 0.17, 0.42, 0.43, 0.39, 0.48, 0.05, -1.11, -0.55, 0.55, -1.32, 0.24, 0.47, 0.45, 0.52, 0.68, 0.10, -1.03, -0.40, 0.36, -1.33, 0.21, 0.43, 0.53, 0.61, 0.43, 0.04, -1.05, 0.32, -0.66, -0.88, 0.19, 0.51, 0.50, 0.63, 0.41, 0.19, -0.64, -0.61, -0.21, -0.88, 0.22, 0.44, 0.44, 0.59, 0.52, 0.38, -0.40, -0.61, -0.69, -0.62, 0.43, 0.30, 0.38, 0.59, 0.49